No. 1
{
  "formula": "C2H5N3O4",
  "method": "ωB97M-V/def2-TZVPD",
  "orbital_gap_ev": [8.88, 6.22],
  "total_charge": 0,
  "max_force_ev_per_a": 4.0,
  "lumo_energy_ev": [0.444, -1.416],
  "species": ["C", "C", "N", "N", "N", "O", "O", "O", "O", "H", "H", "H", "H", "H"],
  "positions_angstrom": [[0.05977, -0.95147, -0.16784], [-0.41040, 0.45291, -0.15946], [0.42076, 1.51852, -0.14694], [-1.72445, 0.76735, -0.27984], [-4.60628, -0.25740, 0.07921], [-2.64170, -0.14784, -0.42759], [-4.87616, -1.27774, -0.40539], [-2.03968, 1.98886, -0.29426], [-5.03843, 0.77338, 0.38575], [-0.52652, -1.53070, -0.87921], [-0.07273, -1.40910, 0.81306], [1.11032, -0.98457, -0.43924], [1.36211, 1.42364, 0.18722], [-0.06563, 2.40684, -0.04894]]
}

No. 2
{
  "formula": "C3H15N3O3",
  "method": "ωB97M-V/def2-TZVPD",
  "orbital_gap_ev": 9.37,
  "smiles": "[H]/N=C(\\N)NCC.O.O.O",
  "total_charge": 0,
  "max_force_ev_per_a": 1.8,
  "lumo_energy_ev": 0.346,
  "species": ["H", "N", "C", "N", "N", "C", "C", "H", "H", "H", "H", "H", "H", "H", "H", "O", "H", "H", "O", "H", "H", "O", "H", "H"],
  "positions_angstrom": [[-2.32596, 2.20809, -0.27707], [-1.62402, 1.62519, -0.69783], [-0.56464, 1.30808, -0.04538], [0.06213, 2.12921, 0.88839], [0.01839, 0.09864, -0.22261], [1.39535, -0.31929, 0.16311], [2.45101, 0.28919, -0.75722], [0.40910, 1.63189, 1.68474], [-0.40223, 2.99354, 1.10049], [-0.25705, -0.42493, -1.04323], [1.52183, 0.04324, 1.17943], [1.32547, -1.40225, 0.12513], [2.39690, -0.12102, -1.76350], [2.32939, 1.37008, -0.78279], [3.40514, 0.02127, -0.30865], [-1.72649, -0.51534, -2.81360], [-1.42461, 0.11165, -3.48200], [-1.91212, 0.09414, -2.07726], [0.04443, -3.12236, 0.38098], [-0.69446, -2.68214, -0.05592], [-0.24691, -3.09283, 1.28721], [-1.30058, -1.11702, 2.38480], [-1.21824, -0.29038, 1.89905], [-1.66181, -0.83667, 3.23373]]
}

No. 3
{
  "formula": "C39H44B3BrO4",
  "method": "ωB97M-V/def2-TZVPD",
  "orbital_gap_ev": 9.71,
  "smiles": "CCOCB1OBOB(Br)O1.c1ccccc1.c1ccccc1.c1ccccc1.c1ccccc1.c1ccccc1.c1ccccc1",
  "total_charge": 0,
  "max_force_ev_per_a": 0.8,
  "lumo_energy_ev": 0.391,
  "species": ["C", "C", "O", "C", "B", "O", "B", "O", "B", "Br", "O", "H", "H", "H", "H", "H", "H", "H", "H", "C", "C", "C", "C", "C", "C", "H", "H", "H", "H", "H", "H", "C", "C", "C", "C", "C", "C", "H", "H", "H", "H", "H", "H", "C", "C", "C", "C", "C", "C", "H", "H", "H", "H", "H", "H", "C", "C", "C", "C", "C", "C", "H", "H", "H", "H", "H", "H", "C", "C", "C", "C", "C", "C", "H", "H", "H", "H", "H", "H", "C", "C", "C", "C", "C", "C", "H", "H", "H", "H", "H", "H"],
  "positions_angstrom": [[0.03690, -0.04390, 2.44060], [0.66082, -0.99961, 1.44766], [1.55304, -0.26770, 0.62912], [2.23096, -1.09761, -0.29939], [3.36264, -1.96419, 0.36796], [4.13470, -1.50156, 1.41342], [4.33743, -2.38563, 2.44554], [4.42475, -3.73324, 2.13985], [4.24114, -4.09701, 0.83052], [4.94158, -5.76448, 0.20323], [3.59824, -3.27046, -0.04734], [-0.84075, -0.48723, 2.90901], [0.77202, 0.23795, 3.19227], [-0.25164, 0.84571, 1.88086], [-0.10726, -1.48082, 0.82600], [1.20081, -1.80528, 1.97487], [1.53259, -1.74620, -0.84763], [2.68043, -0.43154, -1.04546], [4.39848, -2.03853, 3.57572], [-3.22936, 1.70749, -0.17748], [-2.51163, 0.67362, -0.76227], [-2.87825, -0.64486, -0.52886], [-3.96049, -0.93012, 0.29246], [-4.67424, 0.10414, 0.88256], [-4.30920, 1.42257, 0.64698], [-2.94677, 2.73640, -0.36267], [-1.66395, 0.89506, -1.39871], [-2.31947, -1.45086, -0.98817], [-4.24791, -1.95826, 0.47225], [-5.51646, -0.11704, 1.52608], [-4.86673, 2.22900, 1.10660], [1.06411, 3.34793, -5.24690], [0.27042, 3.72240, -4.17139], [0.15345, 2.88364, -3.07215], [0.82865, 1.67109, -3.04782], [1.61882, 1.29494, -4.12514], [1.73719, 2.13417, -5.22440], [1.15828, 4.00283, -6.10357], [-0.25690, 4.66748, -4.19028], [-0.46300, 3.17629, -2.23113], [0.74100, 1.01908, -2.18638], [2.14314, 0.34764, -4.10861], [2.35422, 1.84187, -6.06433], [7.68749, -2.59583, -4.21984], [7.73779, -1.29014, -3.75122], [7.15205, -0.96624, -2.53466], [6.51321, -1.94846, -1.79057], [6.45717, -3.25442, -2.26011], [7.04748, -3.57623, -3.47415], [8.14476, -2.85194, -5.16733], [8.23468, -0.52446, -4.33320], [7.19429, 0.05101, -2.16670], [6.06250, -1.69236, -0.83829], [5.95395, -4.01819, -1.68138], [7.00810, -4.59234, -3.84390], [-4.05573, 4.06570, 3.41640], [-4.24915, 5.40983, 3.70381], [-5.22491, 5.79093, 4.61467], [-6.00895, 4.82923, 5.23742], [-5.81887, 3.48581, 4.94482], [-4.84169, 3.10386, 4.03595], [-3.29163, 3.76593, 2.70967], [-3.63855, 6.16054, 3.21855], [-5.37361, 6.83909, 4.84086], [-6.76909, 5.12409, 5.95019], [-6.43292, 2.73766, 5.42856], [-4.69122, 2.05552, 3.80868], [-9.80520, 4.55531, 7.90089], [-9.42583, 3.77623, 6.81646], [-8.86512, 2.52367, 7.02610], [-8.68043, 2.05133, 8.31794], [-9.05558, 2.83296, 9.40183], [-9.61855, 4.08428, 9.19323], [-10.24668, 5.53028, 7.73855], [-9.56634, 4.14541, 5.80832], [-8.57325, 1.91383, 6.18048], [-8.24337, 1.07442, 8.48024], [-8.90901, 2.46662, 10.40973], [-9.91220, 4.69318, 10.03859], [5.76177, -5.86980, -6.08791], [5.62991, -4.66511, -6.76493], [6.12675, -4.53823, -8.05462], [6.75635, -5.61452, -8.66529], [6.89190, -6.81702, -7.98564], [6.39457, -6.94497, -6.69582], [5.37059, -5.96981, -5.08316], [5.14373, -3.82558, -6.28444], [6.02358, -3.59971, -8.58421], [7.14244, -5.51557, -9.67174], [7.38640, -7.65456, -8.46070], [6.50128, -7.88198, -6.16439]]
}

No. 4
{
  "formula": "C3H6NO2S",
  "method": "ωB97M-V/def2-TZVPD",
  "orbital_gap_ev": 10.80,
  "smiles": "C#[N+]S(=O)(=O)CC",
  "total_charge": 1,
  "max_force_ev_per_a": 8.6,
  "lumo_energy_ev": -5.838,
  "species": ["C", "N", "S", "O", "O", "C", "C", "H", "H", "H", "H", "H", "H"],
  "positions_angstrom": [[-1.88024, 2.32905, 0.34385], [-1.06378, 1.60707, 0.07455], [-0.47357, 0.03605, -0.87989], [-1.70891, -0.73668, -0.16136], [-0.42888, 0.58949, -2.17072], [0.97126, -0.14037, 0.01580], [1.23933, -1.56771, 0.37825], [-2.83759, 2.75454, 0.50793], [1.82203, 0.38666, -0.49859], [0.67128, 0.48167, 0.92338], [0.31995, -2.01014, 0.33214], [1.90147, -2.05321, -0.27781], [1.46765, -1.67642, 1.41246]]
}